The following is a DFT calculation (ωB97M-V/def2-TZVPD) of a structure of composition C49H44ClIMgN5O4PS at a distorted geometry.

Positions of all 107 atoms, in Å:
Mg: -1.769824 -21.222101 -7.063384
N: 1.198251 -27.872995 -10.290155
C: 0.622206 -27.052028 -9.383659
C: 0.183133 -27.382765 -8.056242
C: -0.273768 -26.436911 -7.112524
C: -0.307924 -25.104437 -7.493043
C: 0.063652 -24.708573 -8.783144
C: 0.550134 -25.654572 -9.690142
S: -0.720599 -23.836817 -6.285962
O: -0.096143 -22.598483 -6.880230
O: -0.367452 -24.286146 -4.960505
N: -2.264835 -23.392149 -6.500772
C: -3.235806 -24.236218 -5.988916
N: -4.411524 -23.662971 -5.746852
C: -5.355808 -24.469835 -5.224271
C: -5.148052 -25.814663 -4.897560
C: -3.888840 -26.300098 -5.191489
N: -2.961724 -25.544992 -5.709970
H: 1.035843 -28.896883 -10.235868
H: 1.326149 -27.475179 -11.216354
H: 0.272314 -28.428632 -7.853438
H: -0.720680 -26.712239 -6.189082
H: -0.034919 -23.671541 -9.069289
H: 0.875532 -25.390845 -10.687244
H: -6.305275 -23.996324 -5.053812
H: -5.901847 -26.463232 -4.490951
H: -3.588793 -27.319380 -4.982579
C: -3.700016 -24.196157 -13.919693
C: -2.823923 -24.662435 -12.927697
C: -3.057822 -24.318502 -11.577699
C: -4.131088 -23.480525 -11.272205
C: -4.930092 -22.943066 -12.283364
C: -4.701008 -23.303305 -13.595524
P: -4.402163 -22.978741 -9.567379
C: -6.224213 -23.038640 -9.419888
C: -6.959955 -23.859300 -10.285087
C: -8.346980 -23.690513 -10.370856
C: -8.996031 -22.864615 -9.454350
C: -8.268981 -22.157417 -8.494890
C: -6.849113 -22.266177 -8.467831
C: -4.170057 -21.203905 -9.574139
C: -4.999893 -20.360265 -10.292434
C: -4.773142 -18.944253 -10.309059
C: -3.924786 -18.380025 -9.400154
C: -3.153626 -19.290738 -8.602583
C: -3.201430 -20.654749 -8.646664
H: -3.570662 -24.580937 -14.931777
H: -2.009700 -25.321959 -13.223040
H: -2.395372 -24.761653 -10.784265
H: -5.763779 -22.298276 -12.004561
H: -5.335370 -22.812144 -14.355799
H: -6.429731 -24.576139 -10.980502
H: -8.886268 -24.202074 -11.132714
H: -10.106045 -22.819259 -9.427849
H: -8.781276 -21.551203 -7.733706
H: -6.311197 -21.678996 -7.715629
H: -5.880783 -20.748351 -10.789488
H: -5.308292 -18.246539 -10.975814
H: -3.705402 -17.348881 -9.222770
H: -2.473892 -18.812031 -7.876269
Cl: 4.162364 -16.477375 -9.363495
C: 2.953284 -17.644008 -9.032807
C: 3.150725 -18.548472 -7.988089
C: 2.168935 -19.502937 -7.674339
I: 2.748753 -20.914308 -6.212700
C: 0.830222 -19.433695 -8.150790
O: -0.201718 -20.065811 -7.687421
C: 0.720086 -18.568995 -9.359669
N: -0.342564 -18.810324 -10.159139
C: -0.391542 -18.378568 -11.410026
C: 0.637519 -17.609002 -12.005352
C: 1.766000 -17.361219 -11.242606
C: 1.820608 -17.777710 -9.857266
H: 4.072918 -18.563724 -7.423259
H: -1.319677 -18.653627 -11.936726
H: 0.441867 -17.248642 -13.017869
H: 2.638050 -16.828659 -11.602968
C: -4.587944 -21.474783 -3.042424
C: -5.067095 -20.313992 -3.824995
C: -5.765382 -20.686373 -5.131229
C: -3.904034 -19.312702 -4.034119
C: -4.116834 -17.987187 -3.720807
C: -3.064750 -17.040853 -3.791935
C: -1.789753 -17.447716 -4.064825
C: -1.474355 -18.786263 -4.216743
C: -0.023433 -19.310532 -4.152467
C: 0.052416 -20.747272 -3.666521
C: 0.845926 -18.462289 -3.207580
C: -2.597169 -19.644987 -4.569861
O: -2.391738 -20.659447 -5.329252
H: -5.444774 -22.126276 -2.848517
H: -4.106073 -21.206789 -2.085376
H: -3.865670 -22.114506 -3.601362
H: -5.824607 -19.741233 -3.219346
H: -5.033902 -21.008769 -5.901356
H: -6.309303 -19.812912 -5.543208
H: -6.448647 -21.504024 -4.960687
H: -5.116901 -17.687981 -3.284786
H: -3.317514 -16.010361 -3.556847
H: -0.983220 -16.745872 -4.146728
H: 0.394022 -19.223472 -5.185601
H: -0.357180 -20.853325 -2.643130
H: 1.094493 -21.098299 -3.644665
H: -0.464768 -21.476193 -4.262717
H: 0.400604 -18.448885 -2.169213
H: 0.887729 -17.424005 -3.554164
H: 1.857883 -18.822400 -3.175043

Cartesian forces (eV/Å) of the 2 atoms listed first:
Mg 0.129 -0.332 -0.352
N 0.378 -2.204 -0.822

Highest occupied orbital energy (eV): -1.7
Total charge: -2
DFT total energy (a.u.): -4165.99544
HOMO-LUMO gap (eV): 5.56
Multiplicity: 1
Maximum force (eV/Å): 4.52

=====

The following is a DFT calculation (ωB97M-V/def2-TZVPD) of a cluster of 3 separate species, C5H12O3 in total at a distorted geometry.

Positions of all 20 atoms, in Å:
C: -2.842913 0.573756 -2.189823
C: -2.683394 0.102825 -0.800991
C: -1.474073 0.159238 -0.153559
C: -0.952580 -0.210184 1.093580
C: 0.447474 0.049498 1.435567
O: 0.850237 -0.490227 2.610846
H: -2.951879 1.652875 -2.328580
H: -3.828769 0.180510 -2.485823
H: -2.153050 0.130912 -2.912215
H: -3.549139 -0.156671 -0.201993
H: -0.758101 0.619684 -0.839671
H: -1.444954 -0.964092 1.695217
H: 0.951080 -0.484723 0.570452
H: 0.681396 1.125943 1.326289
H: 1.850373 -0.511899 2.429195
H: 3.934361 -0.512790 1.814356
O: 3.048239 -0.416974 1.457177
H: 3.685848 -0.836039 -1.416487
H: 3.493141 -0.051824 -0.060787
O: 3.696706 0.040182 -1.042752

Cartesian forces (eV/Å) of the 2 atoms listed first:
C -1.834 -1.039 -0.688
C 1.154 0.384 2.159

Highest occupied orbital energy (eV): -8.0
DFT total energy (a.u.): -423.25231
HOMO-LUMO gap (eV): 4.86
Multiplicity: 1
Maximum force (eV/Å): 2.48

=====

The following is a DFT calculation (ωB97M-V/def2-TZVPD) of a structure of composition C13H12N3PdSSbSe4 at a distorted geometry.

Positions of all 35 atoms, in Å:
Pd: 1.097771 -0.961019 -0.526997
Se: 3.667499 -3.099705 2.064609
Sb: 1.421155 -2.538135 1.259509
Se: 1.005156 0.318390 1.609447
Se: 1.148843 -3.278934 -1.316832
Se: -0.277854 -3.698084 2.507827
N: -8.735779 -0.857776 -0.358281
C: -7.583783 -0.870996 -0.390114
C: -6.183352 -0.859209 -0.468586
C: -5.554312 -1.141481 -1.688911
C: -4.186198 -1.091230 -1.792136
C: -3.391018 -0.753293 -0.682265
C: -4.026040 -0.511655 0.548895
C: -5.396307 -0.559368 0.653465
C: -1.991511 -0.665201 -0.810733
C: -0.813503 -0.477610 -1.091700
H: -6.164405 -1.394874 -2.547064
H: -3.707600 -1.321279 -2.734452
H: -3.424498 -0.297935 1.422158
H: -5.882328 -0.365088 1.601493
C: 3.433185 2.678740 -1.449693
N: 3.655611 1.878205 -0.290695
C: 4.252863 2.417982 0.910670
C: 4.405038 1.175894 1.798382
N: 4.242791 0.094368 0.851101
C: 3.658862 0.530340 -0.264355
S: 3.198952 -0.403740 -1.592478
H: 2.835694 3.552061 -1.185122
H: 2.886976 2.088018 -2.186157
H: 4.384711 3.004147 -1.893706
H: 3.590156 3.167617 1.348364
H: 5.219499 2.886399 0.670811
H: 3.610335 1.132661 2.554716
H: 5.373570 1.103240 2.294092
H: 4.229819 -0.881449 1.174737

Cartesian forces (eV/Å) of the 2 atoms listed first:
Pd -0.983 2.449 -2.404
Se 0.066 0.336 -0.165

Highest occupied orbital energy (spin up / spin down) (eV): -1.4 / -1.4
Total charge: -2
DFT total energy (a.u.): -11038.92948
HOMO-LUMO gap (spin up / spin down) (eV): 5.13 / 5.13
Multiplicity: 1
Maximum force (eV/Å): 3.57

=====

The following is a DFT calculation (ωB97M-V/def2-TZVPD) of the ion C10H13N2 with charge +1 at a distorted geometry.

Positions of all 25 atoms, in Å:
C: -0.725915 3.002251 0.718261
C: -1.835495 2.145367 0.823292
C: -1.710982 0.835800 0.593837
C: -0.424993 0.401603 0.267486
C: 0.726566 1.266001 0.339079
C: 0.509286 2.586560 0.447691
C: 2.074885 0.576748 0.115731
N: 1.617424 -0.790934 -0.099875
C: 0.144396 -0.919076 -0.203002
C: -0.277143 -1.537050 -1.515532
N: -0.253835 -2.888769 -0.905534
C: -0.582164 -2.343571 0.467710
H: -0.906299 4.022160 0.859168
H: -2.760272 2.649348 1.124576
H: -2.605627 0.130572 0.714188
H: 1.357697 3.146474 0.155650
H: 2.565897 0.902817 -0.744075
H: 2.717477 0.704267 0.939680
H: 2.166498 -1.096587 -0.945365
H: 1.853617 -1.520042 0.604733
H: -1.294730 -1.287289 -1.900240
H: 0.318966 -1.538816 -2.443208
H: -0.820848 -3.635709 -1.313183
H: -0.240113 -2.872941 1.317212
H: -1.614293 -1.939185 0.581719

Cartesian forces (eV/Å) of the 2 atoms listed first:
C -2.411 0.348 0.290
C -0.019 3.091 0.930

Highest occupied orbital energy (eV): -12.6
Total charge: +1
DFT total energy (a.u.): -498.03301
HOMO-LUMO gap (eV): 9.55
Multiplicity: 1
Maximum force (eV/Å): 4.58

=====

The following is a DFT calculation (ωB97M-V/def2-TZVPD) of a cluster of 2 separate species, C4H10P in total at a distorted geometry.

Positions of all 15 atoms, in Å:
C: 1.072898 -0.718190 2.163939
C: 1.337445 0.392344 1.547362
C: 0.299881 -0.474447 -2.090024
C: -1.868315 0.574080 -0.545958
P: -0.083166 1.021769 -1.160594
H: 1.803716 -1.197203 2.795086
H: 0.120602 -1.262036 2.217164
H: 0.563651 1.004381 1.006975
H: 2.086104 1.065835 2.024071
H: 0.117830 -0.100344 -3.157081
H: -0.156958 -1.484939 -1.925122
H: 1.332075 -0.557354 -1.977295
H: -2.671462 1.217305 -0.873385
H: -1.771286 0.917685 0.583786
H: -2.183014 -0.398886 -0.608924

Cartesian forces (eV/Å) of the 2 atoms listed first:
C -1.090 -2.180 0.857
C -0.081 2.982 0.533

Highest occupied orbital energy (eV): -14.5
Total charge: +1
DFT total energy (a.u.): -499.35251
HOMO-LUMO gap (eV): 7.32
Multiplicity: 1
Maximum force (eV/Å): 5.13

=====

The following is a DFT calculation (ωB97M-V/def2-TZVPD) of a cluster of 2 separate species, C23H43O4SSi in total at a distorted geometry.

Positions of all 72 atoms, in Å:
C: -6.086326 -0.283943 -0.525918
C: -5.196515 -1.286691 -1.478519
O: -4.287107 -0.412768 -2.273879
C: -4.319308 -2.382156 -0.604726
O: -3.840108 -1.713200 0.624102
S: -2.517492 -2.573513 1.313594
C: -1.281228 -1.382468 2.087312
C: -0.941177 -1.861774 3.630943
C: 0.693960 -1.918750 3.894070
C: 1.147802 -0.735269 4.934241
C: 2.725227 -0.293862 4.734303
C: 2.735005 1.294478 4.323606
C: 3.037534 1.540315 2.697517
C: 4.629918 1.959643 2.608894
Si: 5.200318 2.509324 0.836042
C: 6.140131 4.212611 1.105286
C: 3.759602 2.806191 -0.406421
C: 6.460340 1.121003 0.249304
C: 6.060100 -0.066761 -0.835109
C: 7.264281 -1.180302 -1.161841
C: 8.758969 -1.074481 -0.430232
C: 9.141374 0.126228 0.648030
C: 7.965979 1.222823 0.969788
H: -6.888652 -0.863900 0.107067
H: -6.684202 0.426600 -1.251371
H: -5.411889 0.388642 0.187306
H: -5.883845 -1.886246 -2.246131
H: -3.932088 -1.007261 -3.017544
H: -4.975896 -3.315859 -0.279307
H: -3.432987 -2.733189 -1.305601
H: -1.837214 -3.215308 0.236426
H: -1.738409 -0.284174 2.100681
H: -0.278823 -1.344648 1.443490
H: -1.492363 -1.107137 4.347461
H: -1.400500 -2.930741 3.834977
H: 1.326398 -1.793033 2.903949
H: 0.961392 -2.953762 4.370451
H: 0.406638 0.179539 4.785491
H: 0.963091 -1.122627 6.030619
H: 3.331548 -0.990678 4.004978
H: 3.227240 -0.387963 5.808310
H: 1.753606 1.880704 4.575660
H: 3.642014 1.784696 4.925584
H: 2.895346 0.494061 2.140508
H: 2.329390 2.342658 2.218181
H: 4.888274 2.805079 3.391394
H: 5.246881 1.002861 2.940009
H: 6.911293 4.075193 1.987030
H: 5.385087 5.051977 1.434223
H: 6.719127 4.566353 0.151541
H: 3.050415 3.623577 0.088227
H: 3.111316 1.858636 -0.633358
H: 4.166222 3.244500 -1.415551
H: 4.991095 -0.102251 -1.319959
H: 6.995839 -2.064655 -1.916589
H: 9.607125 -1.869151 -0.639148
H: 10.173282 0.229475 1.200746
H: 8.222602 2.064545 1.769091
O: -7.803310 -1.922534 -3.374336
C: -7.783255 -1.309731 -4.438238
O: -6.752620 -1.468020 -5.299720
C: -6.719153 -0.942555 -6.639900
C: -6.240969 0.495994 -6.645430
C: -8.852524 -0.307683 -4.762748
H: -7.685645 -1.068996 -7.136400
H: -6.004429 -1.559451 -7.195222
H: -6.916873 1.147781 -6.085565
H: -6.165273 0.873885 -7.669093
H: -5.259069 0.574168 -6.166886
H: -8.615227 0.641132 -4.273586
H: -9.806669 -0.683493 -4.382305
H: -8.994615 -0.143693 -5.829796

Cartesian forces (eV/Å) of the 2 atoms listed first:
C -0.157 0.156 -0.459
C -0.351 0.226 0.153

Highest occupied orbital energy (eV): -9.8
Total charge: +1
DFT total energy (a.u.): -1890.01769
HOMO-LUMO gap (eV): 5.61
Multiplicity: 1
Maximum force (eV/Å): 5.67

=====

The following is a DFT calculation (ωB97M-V/def2-TZVPD) of a structure of composition C25H33Cl2N9O6P2Ti at a distorted geometry.

Positions of all 78 atoms, in Å:
Ti: -0.119522 -0.216778 -0.052926
Cl: -3.541807 2.344617 -2.424644
C: -3.053927 2.489817 -0.773784
C: -3.628763 3.494917 0.028864
C: -3.264279 3.643078 1.333848
Cl: -3.990359 4.900562 2.288748
C: -2.290294 2.796642 1.921113
C: -1.827585 2.865911 3.251313
C: -0.842139 2.010360 3.664148
C: -0.306164 1.079663 2.762367
N: -0.727868 0.983758 1.521282
C: -1.723506 1.810930 1.096917
C: -2.120008 1.618568 -0.262146
O: -1.486996 0.689289 -0.954228
H: -4.371266 4.150994 -0.403163
H: -2.256172 3.590063 3.929431
H: -0.478131 2.031958 4.681278
H: 0.472174 0.386403 3.057186
C: -0.352343 -2.545237 -3.899389
N: 0.910125 -2.926048 -3.253925
C: 1.183244 -4.357873 -3.269691
P: 1.562682 -1.937376 -2.143427
O: 0.771922 -0.699317 -1.909671
O: 1.690381 -2.889701 -0.821999
P: 1.681338 -2.464087 0.729498
O: 1.486926 -0.981936 0.963450
N: 3.274237 -2.721068 1.149653
C: 3.950312 -1.866533 2.114825
C: 3.742484 -4.098782 1.167720
N: 0.825379 -3.618230 1.495729
C: 0.663872 -3.379939 2.933598
C: -0.251914 -4.412346 0.905457
N: 3.103264 -1.541076 -2.550733
C: 3.778332 -0.581802 -1.672471
C: 3.996642 -2.546653 -3.106033
H: -0.261852 -2.661537 -4.980497
H: -0.602098 -1.515028 -3.663834
H: -1.163713 -3.175770 -3.530654
H: 1.395740 -4.687949 -4.288739
H: 0.316697 -4.910804 -2.897573
H: 2.036925 -4.601861 -2.641246
H: 3.517688 -0.870752 2.097792
H: 5.008724 -1.791258 1.853445
H: 3.884708 -2.268686 3.132856
H: 3.304102 -4.661863 0.345082
H: 3.491209 -4.609072 2.104417
H: 4.827459 -4.107462 1.047141
H: 1.600523 -3.023969 3.366754
H: 0.411949 -4.327404 3.409893
H: -0.131910 -2.655220 3.119916
H: -0.146267 -4.445998 -0.173555
H: -1.228975 -3.991040 1.141678
H: -0.174286 -5.425062 1.307754
H: 3.058548 0.127345 -1.264688
H: 4.515027 -0.033113 -2.260975
H: 4.286976 -1.089714 -0.846161
H: 3.486864 -3.125187 -3.873197
H: 4.388372 -3.223522 -2.336807
H: 4.840304 -2.038457 -3.573965
O: -0.713036 -1.965067 -0.197766
N: -1.268056 -1.444179 0.965562
C: -2.691211 -1.333030 0.895855
C: -3.388732 -1.529713 -0.300740
N: -3.933965 -1.736093 -1.304682
C: -3.303545 -0.902822 2.074675
N: -3.804963 -0.554387 3.064340
O: 1.141955 1.493789 -0.308316
N: 0.671087 2.589499 -0.866398
C: 0.319529 2.582784 -2.164956
C: -0.242934 3.706281 -2.730877
C: -0.444217 4.839375 -1.960458
C: -0.054733 4.824977 -0.628692
C: 0.503322 3.683980 -0.100005
H: 0.482430 1.645244 -2.673374
H: -0.543990 3.668518 -3.766735
H: -0.906924 5.717461 -2.387552
H: -0.196760 5.682718 0.012185
H: 0.809012 3.562112 0.928137

Cartesian forces (eV/Å) of the 2 atoms listed first:
Ti -0.001 -0.920 0.015
Cl 0.008 0.012 -0.019

Highest occupied orbital energy (eV): -5.1
DFT total energy (a.u.): -4369.44934
HOMO-LUMO gap (eV): 4.82
Multiplicity: 1
Maximum force (eV/Å): 1.24

=====

The following is a DFT calculation (ωB97M-V/def2-TZVPD) of an isolated molecule of C3H8N2OS.

Positions of all 15 atoms, in Å:
C: 1.627840 -1.828811 0.081680
N: 1.462812 -0.396556 -0.008020
C: 0.307606 0.111174 -0.101873
N: 0.191434 1.523148 -0.065727
O: 1.432140 2.164698 -0.037390
S: -1.210217 -0.775421 -0.271179
C: -2.452362 0.449330 0.221908
H: 0.871054 -2.315558 0.738041
H: 1.536960 -2.295651 -0.933939
H: 2.633649 -2.048017 0.436153
H: -0.320710 1.891675 -0.857000
H: 2.077428 1.425346 -0.163493
H: -2.665690 1.180897 -0.565996
H: -2.123358 0.991021 1.118297
H: -3.368592 -0.077269 0.408537

Cartesian forces (eV/Å) of the 2 atoms listed first:
C -0.332 -0.648 -0.652
N -0.286 0.000 0.086

Highest occupied orbital energy (eV): -9.1
DFT total energy (a.u.): -701.97665
HOMO-LUMO gap (eV): 9.71
Multiplicity: 1
Maximum force (eV/Å): 0.99